Arrangement i

ORCA calculation (the ωB97M-V functional and the def2-TZVPD basis) on an isolated molecule of C4H7NS.

HOMO: -8.95 eV
LUMO level: 1.01 eV
HOMO-LUMO gap: 9.9516 eV
structure (SMILES): C1NC[C@@H]2S[C@@H]12

Each line ends with the natural charge from an NBO analysis.
Element x y z (Å)
C1 -1.19777 -0.38669 -0.27286  -0.23
C2 1.23220 -0.33014 0.21189  -0.23
C3 0.67541 0.90493 -0.46528  -0.36
C4 -0.67400 0.94577 0.20747  -0.34
H1 -2.05674 -0.79076 0.30689  0.20
H2 -1.46412 -0.44215 -1.34240  0.20
H3 -0.11708 -1.83712 0.78925  0.36
H4 2.07475 -0.75415 -0.25003  0.20
H5 1.46230 -0.18742 1.28607  0.18
H6 0.57968 0.64045 -1.49449  0.21
H7 -0.54705 0.91621 1.27778  0.20
N1 0.02827 -1.22648 0.00794  -0.64
S1 0.00416 2.54755 -0.26222  0.24

=====

Arrangement ii

ORCA calculation (the ωB97M-V functional and the def2-TZVPD basis) on an isolated molecule of C4H7NS.

HOMO: -8.35 eV
LUMO level: 0.81 eV
HOMO-LUMO gap: 9.1555 eV
structure (SMILES): S=CN1CCC1

Each line ends with the natural charge from an NBO analysis.
Element x y z (Å)
C1 1.37663 0.28193 -1.38680  -0.07
C2 -1.01825 0.19758 -0.41198  -0.21
C3 -0.99030 -0.35161 1.05991  -0.42
C4 0.49477 -0.38455 0.98376  -0.21
H1 2.31039 0.22376 -0.98070  0.18
H2 -1.70132 -0.24810 -1.09580  0.21
H3 -1.06550 1.30415 -0.53695  0.20
H4 -1.47848 -1.33537 1.14343  0.22
H5 -1.44433 0.28961 1.85436  0.22
H6 1.01795 0.47151 1.46188  0.19
H7 1.03007 -1.29085 1.21168  0.20
N1 0.41083 -0.04439 -0.46023  -0.38
S1 1.05752 0.88633 -2.84257  -0.14

=====

Which is the most stable structure? arrangement ii is the most stable.

=====

Arrangement i

ORCA calculation (the ωB97M-V functional and the def2-TZVPD basis) on an isolated molecule of C4H7NS.

HOMO: -8.57 eV
LUMO level: 0.62 eV
HOMO-LUMO gap: 9.1880 eV

Each line ends with the natural charge from an NBO analysis.
Element x y z (Å)
C1 1.38820 -0.87810 0.28471  0.12
C2 0.11384 -1.75756 -0.01722  -0.55
C3 -0.57669 -0.41456 -0.36109  -0.05
C4 1.05222 1.59971 0.04226  -0.41
N1 0.66498 0.23005 0.03303  -0.42
S1 -2.45781 0.30560 0.01116  -0.16
H1 0.21194 -2.56384 -0.84202  0.24
H2 -0.34115 -2.29481 0.95741  0.24
H3 -0.68738 -0.23944 -1.42928  0.20
H4 -2.81846 0.18781 1.28600  0.13
H5 0.46780 2.25704 0.63821  0.22
H6 2.04165 1.63757 0.42468  0.23
H7 0.94088 1.93052 -1.02785  0.20

=====

Arrangement ii

ORCA calculation (the ωB97M-V functional and the def2-TZVPD basis) on an isolated molecule of C4H7NS.

HOMO: -8.50 eV
LUMO level: 0.13 eV
HOMO-LUMO gap: 8.6347 eV
structure (SMILES): CC(=S)N1CC1

Each line ends with the natural charge from an NBO analysis.
Element x y z (Å)
C1 0.17110 1.62398 0.18892  -0.72
C2 0.38924 0.10095 -0.11927  0.14
C3 -1.86038 0.02563 -0.66360  -0.24
C4 -1.75394 -0.59273 0.70630  -0.22
H1 0.58610 1.82570 1.12611  0.24
H2 0.67071 2.14099 -0.62488  0.24
H3 -0.77484 2.08601 0.16102  0.20
H4 -1.83521 1.02975 -0.78996  0.20
H5 -2.37413 -0.56809 -1.55833  0.21
H6 -2.27155 -1.53194 0.99531  0.23
H7 -1.80773 0.23980 1.47880  0.20
N1 -0.64633 -0.67272 -0.14386  -0.48
S1 1.91593 -0.46626 -0.02845  0.00

=====

Which is the most stable structure? arrangement ii is the most stable.

=====

Arrangement i

ORCA calculation (the ωB97M-V functional and the def2-TZVPD basis) on an isolated molecule of C3H7ClN2O.

HOMO: -9.41 eV
LUMO level: 0.16 eV
HOMO-LUMO gap: 9.5641 eV
structure (SMILES): CN(C)N(Cl)C=O

Each line ends with the natural charge from an NBO analysis.
Element x y z (Å)
C1 0.33237 0.28294 -2.22015  0.53
C2 0.94727 -0.29743 1.31512  -0.42
C3 -1.19362 0.53668 0.79449  -0.42
N1 0.19412 -0.29418 -0.91766  -0.25
N2 0.13482 0.24254 0.29601  -0.21
O1 0.11220 -0.30792 -3.23709  -0.53
Cl1 -0.31227 -2.13209 -1.01210  -0.08
H1 0.44530 1.44159 -2.02039  0.14
H2 1.66948 0.46807 1.59197  0.20
H3 0.36505 -0.51331 2.12032  0.19
H4 1.52567 -1.13650 0.90035  0.23
H5 -1.49540 1.29979 0.09149  0.21
H6 -1.72841 -0.45963 0.55522  0.22
H7 -0.99658 0.86946 1.74241  0.20

=====

Arrangement ii

ORCA calculation (the ωB97M-V functional and the def2-TZVPD basis) on an isolated molecule of C3H7ClN2O.

HOMO: -9.79 eV
LUMO level: 0.72 eV
HOMO-LUMO gap: 10.5084 eV
structure (SMILES): N[C@H](/C=N\O)CCl

Each line ends with the natural charge from an NBO analysis.
Element x y z (Å)
C1 -0.26676 0.56186 0.44568  -0.13
C2 -1.38988 0.33523 -0.64599  -0.40
C3 0.19993 -0.75329 0.95699  0.02
H1 1.34112 1.60916 0.81443  0.36
H2 1.32504 0.99289 -0.70141  0.37
H3 -0.81310 1.02364 1.30358  0.20
H4 -0.78512 -0.00409 -1.51569  0.22
H5 -1.89219 1.28752 -0.85894  0.23
H6 -0.18389 -1.08330 1.91815  0.21
H7 1.87861 -1.95693 -1.25465  0.49
N1 0.76406 1.51741 -0.02276  -0.81
N2 0.96746 -1.63724 0.42249  -0.11
O1 1.46267 -1.14612 -0.81865  -0.62
Cl1 -2.60796 -0.74675 -0.04322  -0.03

=====

Which is the most stable structure? arrangement ii is the most stable.

=====

Arrangement i

ORCA calculation (the ωB97M-V functional and the def2-TZVPD basis) on an isolated molecule of C7H8.

HOMO: -8.44 eV
LUMO level: 0.91 eV
HOMO-LUMO gap: 9.3473 eV
structure (SMILES): C1=C2[C@H]3CCC[C@@]123

Each line ends with the natural charge from an NBO analysis.
Element x y z (Å)
C1 -0.40712 0.02087 2.54241  -0.25
C2 -1.43995 -0.36454 1.70853  -0.04
C3 0.42528 0.23303 -0.99882  -0.40
C4 -0.67364 -0.85075 -0.81566  -0.41
C5 0.58014 0.96354 0.32527  -0.47
C6 -0.58038 -1.18303 0.71452  -0.30
C7 0.28216 -0.09931 1.31067  0.08
H1 -0.07915 0.71521 3.26674  0.23
H2 1.33293 -0.10411 -1.44846  0.21
H3 0.03439 0.88270 -1.82455  0.21
H4 -1.67712 -0.46920 -1.08340  0.22
H5 -0.44866 -1.72238 -1.56139  0.21
H6 1.56965 1.36004 0.51332  0.23
H7 -0.11650 1.69118 0.48733  0.22
H8 -0.43018 -2.30980 0.73032  0.26

=====

Arrangement ii

ORCA calculation (the ωB97M-V functional and the def2-TZVPD basis) on an isolated molecule of C7H8.

HOMO (spin up / spin down): -8.68 / -8.68 eV
LUMO level (spin up / spin down): -0.46 / -0.46 eV
HOMO-LUMO gap (spin up / spin down): 8.2256 / 8.2264 eV

Each line ends with the natural charge from an NBO analysis.
Element x y z (Å)
C1 -0.61003 -1.65105 -0.65095  -0.59
C2 0.32880 -0.57433 -0.09641  -0.33
C3 0.89231 0.44501 -1.12099  -0.44
C4 1.12582 1.63253 -0.27592  -0.29
C5 0.92563 2.36929 0.69841  -0.25
C6 -0.33573 0.27450 0.91630  0.46
C7 -0.93389 0.91996 1.81924  -0.56
H1 -1.43635 -1.20031 -1.20898  0.22
H2 -0.04685 -2.30222 -1.32654  0.23
H3 -1.02492 -2.27394 0.14786  0.22
H4 1.17912 -1.05024 0.40819  0.24
H5 1.77749 0.03819 -1.62224  0.23
H6 0.14100 0.65904 -1.89291  0.22
H7 -0.22236 1.95291 1.70890  0.35
H8 -1.76006 0.76065 2.49604  0.28

=====

Which is the most stable structure? arrangement i is the most stable.

=====

Arrangement i

ORCA calculation (the ωB97M-V functional and the def2-TZVPD basis) on a 2-piece molecular cluster, C7H8 overall.

HOMO (spin up / spin down): -10.14 / -10.15 eV
LUMO level (spin up / spin down): -1.46 / -1.45 eV
HOMO-LUMO gap (spin up / spin down): 8.6880 / 8.6974 eV

Each line ends with the Mulliken charge.
Element x y z (Å)
C1 -0.73774 -1.22130 -0.76222  -1.41
C2 0.01234 -0.15378 0.04924  2.22
C3 1.32373 -0.63978 0.68467  -1.40
C4 0.18586 1.08553 -0.69571  -1.19
C5 0.43293 2.00191 -1.42059  0.06
C6 -0.84799 0.46627 1.02541  -0.64
C7 -1.55780 0.37488 2.06089  -0.51
H1 -1.68040 -0.82905 -1.15933  0.38
H2 -0.95426 -2.07973 -0.11864  0.37
H3 -0.09486 -1.52736 -1.58715  0.37
H4 1.99528 -0.93509 -0.12098  0.37
H5 1.79355 0.14957 1.28168  0.38
H6 1.11591 -1.49747 1.33183  0.37
H7 0.86888 2.50597 -2.24967  0.42
H8 -1.85542 2.29944 1.68057  0.19

=====

Arrangement ii

ORCA calculation (the ωB97M-V functional and the def2-TZVPD basis) on an isolated molecule of C7H8.

HOMO: -8.16 eV
LUMO level: 0.81 eV
HOMO-LUMO gap: 8.9715 eV
structure (SMILES): C#C/C=C\C(=C)C

Each line ends with the natural charge from an NBO analysis.
Element x y z (Å)
C1 -1.44993 -0.54538 0.83373  -0.30
C2 -0.17857 -0.06202 1.13943  -0.16
C3 -0.26637 1.57075 -0.32259  -0.46
C4 -2.82468 -0.08337 -1.30866  -0.21
C5 -2.11851 0.00291 -0.32311  -0.09
C6 0.57820 0.53381 0.04589  0.04
C7 1.87400 -0.10408 -0.53249  -0.66
H1 -1.94819 -0.96968 1.64727  0.22
H2 0.36111 0.03314 2.01034  0.21
H3 0.46701 2.13846 -0.75987  0.21
H4 -0.89151 1.75834 0.59452  0.24
H5 -3.21861 0.24119 -2.47629  0.27
H6 2.36847 0.44879 -1.30099  0.22
H7 1.55382 -0.97259 -1.08710  0.24
H8 2.71032 -0.41885 0.24505  0.23

=====

Which is the most stable structure? arrangement ii is the most stable.

=====

Arrangement i

ORCA calculation (the ωB97M-V functional and the def2-TZVPD basis) on C7H8 as an isolated structure.

HOMO: -8.72 eV
LUMO level: 0.87 eV
HOMO-LUMO gap: 9.5870 eV

Each line ends with the natural charge from an NBO analysis.
Element x y z (Å)
C1 -1.69274 0.84779 -0.23293  -0.10
C2 -1.68621 1.66637 0.74602  -0.07
C3 -1.22493 0.00886 -1.27163  -0.28
C4 0.04676 0.02642 -0.79520  0.06
C5 -0.18462 0.86569 0.44716  -0.22
C6 1.23852 -0.69360 -1.29110  -0.66
C7 -0.04804 -0.22838 1.81537  -0.55
H1 -1.75844 -0.33422 -2.16570  0.24
H2 0.62349 1.67520 0.60877  0.27
H3 1.84580 -1.00130 -0.38502  0.23
H4 1.98967 -0.07229 -1.83399  0.24
H5 0.67447 -1.48305 -1.83393  0.24
H6 -0.88486 -0.65868 2.17221  0.21
H7 0.38862 0.47320 2.50227  0.21
H8 0.67252 -1.09200 1.51770  0.19

=====

Arrangement ii

ORCA calculation (the ωB97M-V functional and the def2-TZVPD basis) on an isolated molecule of C7H8.

HOMO: -9.93 eV
LUMO level: 0.98 eV
HOMO-LUMO gap: 10.9028 eV
structure (SMILES): C#CC[C@H](C)C#C

Each line ends with the natural charge from an NBO analysis.
Element x y z (Å)
C1 -0.09650 1.52957 -0.04401  -0.61
C2 -0.57675 -0.11354 0.15535  -0.25
C3 0.41627 -1.28611 -0.20305  -0.48
C4 0.60126 -1.32424 -1.64849  -0.01
C5 0.69157 -1.26453 -2.84749  -0.24
C6 -0.67886 0.02353 1.63089  -0.01
C7 -0.58241 0.58671 2.69758  -0.25
H1 0.76690 1.52304 0.62689  0.21
H2 0.18440 2.30211 -0.82463  0.23
H3 -0.91427 2.01598 0.49744  0.21
H4 -1.56917 -0.43922 -0.23143  0.24
H5 1.36630 -1.10327 0.30772  0.24
H6 0.11964 -2.30538 0.13572  0.25
H7 0.79348 -1.20977 -3.90455  0.24
H8 -0.52187 1.06513 3.65206  0.24

=====

Which is the most stable structure? arrangement ii is the most stable.